Record 1
Below is a molecular structure, C22H65CuHfN4O18S2, with properties calculated with ωB97M-V/def2-TZVPD.

Properties
LUMO = -0.5 eV
HOMO = -0.1051 Ha
maximum force = 0.0744 Eh/bohr

Geometry as ORCA input:
```
! wB97M-V def2-TZVPD RIJCOSX def2/J DEFGRID3
* xyz -2 1
Hf -7.20366 4.06673 -0.81673
Cu -1.68156 5.34561 3.03997
S -4.58175 9.27570 0.55148
O -5.74467 10.11450 0.93535
O -5.06676 8.10572 -0.10847
O -3.70494 10.01496 -0.38201
O -3.81163 8.93101 1.69676
S -7.25780 5.95077 5.05747
O -6.04539 6.03562 5.80157
O -7.73932 7.25250 4.63062
O -6.89092 5.31548 3.79393
O -8.25478 5.19332 5.80507
C -1.51171 0.32213 -0.95799
C -1.10880 1.83758 -0.72849
C -0.26470 2.42066 -1.81853
O -2.32798 2.50662 -0.44175
H -2.40394 0.34924 -1.58352
H -1.77213 -0.06935 0.02539
H -0.78635 -0.42793 -1.27322
H -0.40506 1.79090 0.10258
H 0.72445 1.97743 -1.93358
H -0.31441 3.50327 -1.70194
H -0.72502 2.27846 -2.79628
C -9.05399 -3.03955 1.05807
C -8.21716 -2.06541 0.17265
C -8.30954 -2.52274 -1.23649
O -8.57802 -0.66840 0.39357
H -9.15502 -2.81626 2.12017
H -8.58556 -4.02187 1.11883
H -10.05524 -3.03698 0.62726
H -7.18093 -2.15065 0.49985
H -7.74925 -1.83061 -1.86509
H -9.33896 -2.64859 -1.57199
H -7.92001 -3.52165 -1.43278
O -6.05963 2.43219 -4.35166
H -6.21095 1.94020 -5.18207
C -3.40844 -4.55173 5.71494
C -2.43430 -3.89888 6.72207
C -1.33866 -3.07118 6.04144
O -0.45901 -2.47159 6.98751
C 0.60520 -1.70993 6.42754
N -3.26719 -3.08474 7.61743
H -3.00950 -5.48466 5.31669
H -3.68147 -3.94423 4.85210
H -4.30602 -4.80864 6.27747
H -1.86730 -4.54956 7.38783
H -1.66675 -2.41508 5.23522
H -0.79874 -3.84905 5.50153
H 1.35933 -2.30919 5.91736
H 1.02374 -1.19509 7.29232
H 0.21739 -0.94205 5.75817
H -2.67591 -2.39601 8.06030
H -3.98452 -2.57332 7.12348
C -1.26683 -6.83963 -4.62688
C -0.08323 -7.07861 -5.57283
C -0.10573 -8.43003 -6.27783
O 0.27981 -9.51811 -5.40514
C 0.59986 -10.76177 -5.91093
N -0.24810 -6.04155 -6.59213
H -1.34583 -7.62484 -3.87501
H -2.29003 -6.68296 -4.96835
H -1.02887 -5.88903 -4.14957
H 0.87874 -6.89957 -5.09256
H 0.69617 -8.40174 -7.01557
H -1.10055 -8.63530 -6.67318
H 0.90352 -10.61690 -6.94771
H -0.39114 -11.21294 -5.86143
H 1.31640 -11.16702 -5.19648
H -1.02704 -6.30190 -7.17999
H -0.56768 -5.12973 -6.29795
C 9.42108 0.59966 -3.73410
C 9.62214 -0.80307 -3.19481
C 8.42709 -1.25069 -2.25672
O 7.12766 -0.92027 -2.88592
C 5.91254 -1.04638 -2.09140
N 9.74561 -1.79383 -4.29318
H 10.18806 0.78198 -4.48683
H 9.56283 1.21452 -2.84531
H 8.42321 0.82035 -4.11313
H 10.55435 -0.94253 -2.64742
H 8.67553 -0.85251 -1.27294
H 8.52579 -2.31731 -2.05499
H 5.93260 -0.37883 -1.22997
H 5.94199 -2.02713 -1.61667
H 5.04720 -0.93837 -2.74533
H 8.88871 -1.82683 -4.82678
H 9.86503 -2.74359 -3.97100
C 5.43346 5.03444 3.23997
C 4.35177 5.26412 4.20806
C 4.78687 5.76422 5.60159
O 5.38234 4.60850 6.27711
C 6.52897 4.73349 7.07229
N 3.41921 6.22694 3.72446
H 5.86726 5.90908 2.75528
H 5.20268 4.35114 2.42269
H 6.21967 4.42716 3.68851
H 3.75019 4.36651 4.35128
H 3.97885 6.21596 6.17701
H 5.54793 6.50793 5.36537
H 6.35921 5.52723 7.79979
H 7.39833 5.07031 6.50762
H 6.73622 3.79929 7.59424
H 3.64486 6.24639 2.74020
H 3.80050 7.10825 4.03754
O -0.88975 2.38712 -8.63329
H -0.93571 2.18060 -9.56682
H -0.01256 2.75007 -8.51071
O 0.85014 9.43276 -2.14423
H 0.04238 9.81820 -1.80484
H 1.08809 9.98875 -2.88618
O -3.58668 -0.65994 -6.04405
H -4.00966 -0.37469 -5.23415
H -3.05008 0.08663 -6.31038
*
```



Record 2
Below is 10 unconnected molecules or ions with the total composition C22H65NO19, with properties calculated with ωB97M-V/def2-TZVPD.

Properties
LUMO = 0.2 eV
energy above the lowest of the compared OMol25 structures with the same formula, charge and spin = 115.83 kcal/mol
HOMO = -0.3483 Ha
maximum force = 0.0910 Eh/bohr
SMILES string = COCCNCCOC.OCCO.OCCO.OCCO.OCCO.OCCO.OCCO.OCCO.OCCO.O

Geometry as ORCA input:
```
! wB97M-V def2-TZVPD RIJCOSX def2/J DEFGRID3
* xyz 0 1
C 1.57787 -1.72409 4.54730
O 1.41813 -1.68426 3.19330
C 2.17989 -0.70495 2.38628
C 1.37923 0.57036 1.96345
N 0.24158 0.19500 1.02389
C 0.55573 0.14279 -0.41549
C -0.72494 0.29136 -1.18959
O -1.58705 -0.82099 -0.91095
C -2.50195 -1.01201 -1.93936
H 1.40583 -0.68703 4.83545
H 2.57551 -2.08363 4.79939
H 0.76477 -2.32679 4.95193
H 2.43429 -1.13646 1.41821
H 2.97462 -0.33018 3.03132
H 2.09097 1.26698 1.52044
H 1.02742 1.04889 2.87742
H 0.09447 -0.72987 1.40215
H 1.10648 -0.78386 -0.57706
H 1.06199 1.07930 -0.64951
H -0.37640 0.35793 -2.22022
H -1.21913 1.26137 -1.13516
H -3.51858 -0.63285 -1.83545
H -2.73513 -2.06637 -1.79080
H -2.04573 -0.85408 -2.91661
C -3.81992 -0.46213 1.65906
C -2.83413 0.36050 2.53545
O -2.01663 1.21011 1.79456
O -3.05940 -1.50100 0.98494
H -4.35437 0.19114 0.96934
H -4.46220 -1.02445 2.33684
H -2.36498 -0.31684 3.24903
H -3.38747 1.06700 3.15414
H -1.30427 0.67925 1.43075
H -2.75826 -1.17364 0.13420
C 6.92302 -2.95649 3.66907
C 6.04780 -3.83774 4.54611
O 4.73273 -4.16147 4.13146
O 7.03797 -1.73341 4.31193
H 6.52307 -2.84155 2.66164
H 7.90885 -3.41853 3.61643
H 6.03684 -3.66905 5.62292
H 6.52113 -4.81940 4.52561
H 4.39213 -3.30486 3.86349
H 7.96223 -1.66627 4.56263
C 0.08533 3.97973 2.28050
C 1.00792 4.87880 1.52124
O 0.60285 5.13595 0.17612
O -1.00017 4.83073 2.70303
H 0.62645 3.46386 3.07370
H -0.48172 3.21727 1.74646
H 1.98975 4.40988 1.58607
H 1.13204 5.84612 2.00806
H 0.13390 4.38474 -0.19453
H -1.28231 5.25333 1.88853
C -4.75474 -3.26860 -4.41994
C -3.75223 -4.28488 -4.99205
O -4.15389 -5.65361 -4.97519
O -4.43247 -2.08212 -4.89997
H -4.74486 -3.39795 -3.33769
H -5.80018 -3.37435 -4.70976
H -2.77483 -4.07149 -4.55930
H -3.58038 -3.95173 -6.01557
H -3.45536 -6.10962 -5.45029
H -4.98145 -1.41134 -4.48732
C 0.54224 -3.99023 -0.05630
C 1.83145 -4.78510 -0.56906
O 2.40506 -4.08633 -1.68644
O -0.46817 -3.92921 -1.04887
H 0.83908 -2.98503 0.24296
H 0.00377 -4.41616 0.79030
H 1.61843 -5.82662 -0.80982
H 2.53622 -4.84090 0.26058
H 1.78911 -4.13969 -2.42085
H -1.18289 -3.36486 -0.74511
C -3.68658 3.07470 -3.66576
C -4.25966 4.42650 -4.04205
O -4.57667 4.50968 -5.41138
O -4.71176 2.20726 -3.44018
H -3.02187 2.96238 -2.80924
H -3.10827 2.72908 -4.52262
H -3.59635 5.27312 -3.86498
H -5.16929 4.70536 -3.51015
H -4.98033 3.65972 -5.60175
H -4.90015 2.09014 -2.50615
C -3.88944 3.63922 0.31376
C -3.67085 4.97885 -0.46156
O -2.30060 5.13559 -0.78243
O -3.67443 2.40992 -0.40969
H -4.96822 3.68291 0.46353
H -3.41177 3.59421 1.29248
H -3.98641 5.85478 0.10524
H -4.27208 4.88846 -1.36625
H -2.16041 5.75279 -1.50423
H -3.02632 1.85415 0.02925
C 4.54870 -0.66966 -1.71282
C 5.46353 -1.46814 -0.77731
O 6.87648 -1.05186 -1.00658
O 4.43731 0.66576 -1.22197
H 3.56362 -1.13510 -1.67987
H 4.84667 -0.78671 -2.75475
H 5.41729 -2.55373 -0.86366
H 5.09334 -1.25099 0.22465
H 7.26007 -1.32661 -1.84262
H 5.13669 1.22362 -1.57020
O 4.08545 3.67842 3.01876
H 4.75315 3.74001 3.70184
H 3.68724 2.81783 3.14929
*
```



Record 3
Below is 11 unconnected molecules or ions with the total composition C22H66O11, with properties calculated with ωB97M-V/def2-TZVPD.

Properties
LUMO = 0.6 eV
energy above the lowest of the compared OMol25 structures with the same formula, charge and spin = 82.21 kcal/mol
HOMO = -0.3490 Ha
maximum force = 0.0613 Eh/bohr
SMILES string = CCO.CCO.CCO.CCO.CCO.CCO.CCO.CCO.CCO.CCO.CCO

Geometry as ORCA input:
```
! wB97M-V def2-TZVPD RIJCOSX def2/J DEFGRID3
* xyz 0 1
C -1.52545 -0.68982 -3.60010
C -0.60614 0.48485 -4.10030
O 0.13044 1.10089 -3.00981
H -0.94441 -1.50659 -3.05993
H -2.07400 -1.06889 -4.41725
H -2.18378 -0.25215 -2.83671
H -1.33739 1.17793 -4.54270
H 0.09530 0.15308 -4.89193
H 0.97598 1.31600 -3.40365
C 4.35118 -0.08206 -5.00248
C 4.29678 1.13667 -4.20361
O 3.06909 1.16955 -3.51749
H 4.42546 -0.99047 -4.38034
H 5.28515 -0.10002 -5.62105
H 3.42652 -0.01309 -5.65936
H 4.41505 2.01828 -4.81446
H 5.14595 1.15249 -3.55055
H 3.25186 1.28960 -2.55396
C -2.88774 -0.22757 5.75326
C -2.25783 -1.44188 4.96378
O -1.56132 -0.99515 3.79472
H -3.94966 -0.18694 5.50940
H -2.40945 0.72009 5.45566
H -2.89677 -0.32006 6.86117
H -3.11396 -2.08252 4.60331
H -1.57587 -1.96542 5.64413
H -0.95587 -1.67834 3.40460
C -1.75216 -5.65501 3.76117
C -1.82391 -4.89112 2.48600
O -2.99168 -5.36540 1.77186
H -2.48927 -5.34054 4.51561
H -0.78478 -5.42564 4.27650
H -1.88041 -6.76376 3.56427
H -0.97789 -4.96940 1.84083
H -2.00616 -3.83584 2.58702
H -2.79762 -6.23523 1.42165
C -5.70641 1.45256 1.29761
C -4.48444 1.55870 2.19022
O -3.52154 2.53672 1.66435
H -6.19488 2.45871 1.19811
H -6.46090 0.80815 1.77894
H -5.53428 1.06913 0.27874
H -4.00781 0.59155 2.42071
H -4.72649 1.94929 3.21776
H -2.65224 2.26323 1.89742
C -1.48079 0.04962 0.55098
C -0.35618 -0.69546 -0.12532
O 0.73873 0.23446 -0.16880
H -1.02835 0.50228 1.41106
H -2.35990 -0.58536 0.84474
H -1.80637 0.89404 -0.01885
H -0.60876 -0.99779 -1.11961
H -0.06572 -1.60339 0.51089
H 0.37016 1.07036 -0.45963
C 1.95594 -3.05076 -3.49348
C 2.12935 -2.04416 -2.39324
O 3.53764 -1.95007 -2.04618
H 2.78687 -3.01695 -4.14058
H 1.07116 -2.85418 -4.09867
H 1.94667 -4.11193 -3.13569
H 1.55904 -2.29100 -1.51263
H 1.70540 -1.05007 -2.71329
H 3.66624 -1.20352 -1.50825
C 5.39955 1.44616 0.74613
C 3.92878 1.30501 0.81521
O 3.38246 0.72931 -0.39814
H 5.69307 2.02219 1.62615
H 5.62774 1.96866 -0.17764
H 5.89680 0.47178 0.65560
H 3.43081 2.26650 0.88741
H 3.56769 0.73288 1.67113
H 2.37684 0.68841 -0.29255
C -4.78461 3.67080 -2.58204
C -3.48721 3.11198 -1.95882
O -3.24652 3.66025 -0.70268
H -5.60745 3.64173 -1.88889
H -5.08004 3.03671 -3.45276
H -4.68152 4.66734 -2.98344
H -2.62210 3.31631 -2.56048
H -3.58938 2.03999 -1.94587
H -3.60412 3.12923 0.02247
C 4.35906 -2.45749 2.40185
C 2.99415 -2.36576 3.11292
O 2.01164 -2.08371 2.10604
H 5.05284 -2.66258 3.18433
H 4.58087 -1.54083 1.88327
H 4.38381 -3.39433 1.79973
H 3.00379 -1.52081 3.80346
H 2.67962 -3.25675 3.63839
H 2.03623 -1.16755 1.81708
C 1.40101 4.38155 0.21861
C 0.27843 3.98826 -0.75833
O -0.78823 3.39761 -0.01210
H 2.01447 3.47037 0.42825
H 1.03540 4.83188 1.07839
H 2.08459 5.07621 -0.26478
H 0.59299 3.32054 -1.51864
H -0.22300 4.82582 -1.38635
H -1.65583 3.63165 -0.38949
*
```



Record 4
Below is 11 unconnected molecules or ions with the total composition C22H66O11S9, with properties calculated with ωB97M-V/def2-TZVPD.

Properties
LUMO = -0.3 eV
energy above the lowest of the compared OMol25 structures with the same formula, charge and spin = 148.96 kcal/mol
HOMO = -0.3017 Ha
maximum force = 0.2077 Eh/bohr

Geometry as ORCA input:
```
! wB97M-V def2-TZVPD RIJCOSX def2/J DEFGRID3
* xyz 0 1
C -0.62559 0.14357 0.31356
C -0.17459 -0.99443 -0.63644
O -0.37059 -2.24743 -0.13944
H -0.29059 1.13157 -0.11544
H -0.47359 0.10557 1.37156
H -1.74359 0.22557 0.30756
H 1.09041 -0.94343 -0.60944
H -0.24059 -1.00743 -1.67044
H 0.18141 -2.32143 0.63756
C -3.83059 1.53257 2.15056
C -2.56759 1.87257 2.99856
O -1.68059 2.69857 2.14256
H -4.25259 0.59557 2.72856
H -3.64659 1.38057 1.12156
H -4.61359 2.26657 2.22356
H -2.02659 0.99957 3.12756
H -2.72059 2.25557 4.01256
H -1.00659 2.95757 2.75356
C -0.47959 5.09757 2.98556
S -0.28459 5.51457 1.27656
O 0.58641 6.77057 1.11856
C 0.86741 4.24257 0.65156
H -0.96059 4.18757 3.23156
H -1.10459 5.93157 3.43956
H 0.55141 4.97157 3.42056
H 1.19441 4.53457 -0.32044
H 0.14241 3.30957 0.74056
H 1.67641 4.12457 1.26656
C -2.93659 1.58657 -1.68044
S -2.57859 3.17157 -1.07444
O -1.35259 3.60657 -2.02444
C -4.14159 3.87657 -1.68944
H -2.02259 0.95457 -1.36644
H -2.99459 1.37857 -2.71944
H -3.96859 1.18457 -1.30044
H -4.02959 3.63057 -2.59244
H -3.97759 4.88757 -1.45844
H -4.97759 3.41957 -1.13244
C -3.68259 -1.47743 -3.63044
S -3.78059 -1.51043 -1.85244
O -5.20859 -1.77543 -1.50044
C -2.92759 -3.07643 -1.63744
H -4.19459 -2.43243 -4.10344
H -2.76959 -1.59743 -3.98744
H -3.88959 -0.36943 -4.02344
H -3.51859 -3.71143 -2.33544
H -2.84759 -3.26643 -0.52244
H -1.92859 -2.91843 -2.11544
C -1.44559 -3.23343 2.75556
S 0.24041 -3.37943 3.42256
O 0.95441 -2.41443 2.42156
C -0.11859 -2.45143 4.87656
H -1.79959 -3.45343 3.68056
H -1.66959 -3.76443 1.81756
H -1.65959 -2.31243 2.59956
H 1.07241 -2.50043 5.16756
H -0.94859 -2.80643 5.42256
H -0.46459 -1.43143 4.92356
C 1.31041 1.13357 3.13056
S 1.10941 2.59257 4.00556
O -0.49659 2.75457 3.96956
C 1.64241 2.01057 5.60956
H 0.86441 1.11457 2.11456
H 0.66641 0.38057 3.66556
H 2.14641 0.52657 2.98056
H 1.20741 1.02157 5.91556
H 1.39041 2.80157 6.34356
H 2.58941 1.77757 5.54356
C 2.17241 2.75557 -0.64644
S 3.82041 2.18757 -0.83244
O 4.03841 1.48457 0.55056
C 3.38841 0.80057 -1.87244
H 1.60341 1.94757 -0.16044
H 1.86341 3.06257 -1.46544
H 2.10841 3.59957 0.21956
H 3.35441 1.25357 -2.89644
H 2.40441 0.36857 -1.60444
H 4.03541 0.10357 -1.86844
C 1.60241 -0.24343 -4.92044
S 0.46241 -0.11243 -6.26544
O -0.02159 -1.58043 -6.44444
C -0.78859 0.97657 -5.61044
H 2.10441 -1.14943 -4.73144
H 0.89541 -0.20943 -4.00944
H 2.16341 0.69257 -4.66844
H -0.57659 2.13357 -5.23244
H -1.32659 0.41457 -4.84844
H -1.50359 1.09457 -6.46444
C 3.26341 -1.63543 1.56756
S 3.29541 -3.37243 1.83956
O 3.40141 -3.98743 0.49956
C 4.83241 -3.55043 2.63356
H 3.55441 -0.99343 2.59456
H 2.11841 -1.40643 1.70356
H 3.71641 -1.48943 0.63456
H 4.98841 -3.55943 3.70356
H 5.51941 -2.68643 2.37956
H 5.31841 -4.39443 2.34656
C 1.00841 -3.89643 -2.47544
S 2.34541 -5.07543 -2.83144
O 1.68441 -6.38643 -2.47744
C 2.15741 -4.83243 -4.57844
H 0.83341 -3.85943 -1.35444
H 0.02941 -3.96943 -2.81144
H 1.34841 -2.82743 -2.66844
H 2.59641 -4.19843 -5.06244
H 1.29841 -5.14443 -4.95644
H 2.83041 -5.57943 -5.06244
*
```



- Number 1 is which compound?
  C22H65CuHfN4O18S2



- Among the records above, which one has the lowest maximum force?
  C22H66O11